# 1
A molecular structure, C15H14N10O3RuSe in a non-equilibrium geometry. Source: the Open Molecules 2025 dataset; level of theory: ωB97M-V/def2-TZVPD.

Properties
Charge: +1
Gap between HOMO and LUMO (alpha / beta): 6.3 / 6.2 eV
E_HOMO (alpha / beta): -11.086 / -10.985 eV
E_LUMO (alpha / beta): -4.80 / -4.79 eV
Multiplicity: 2

CARTESIAN COORDINATES (ANGSTROEM)
Ru: -0.20945 0.24038 0.34032
N: -1.16915 -1.49824 -0.67113
C: -0.44002 -2.73869 -0.29010
C: 1.02479 -2.44315 0.02856
O: 1.87234 -3.31729 -0.07977
N: 1.19528 -1.19228 0.46461
C: 2.50858 -0.67289 0.80292
C: 2.54640 0.76397 0.33722
O: 3.51458 1.37556 -0.02057
O: 1.33180 1.38446 0.35741
H: -2.14493 -1.56389 -0.40571
H: -1.12975 -1.36003 -1.67263
H: -0.49159 -3.50315 -1.06212
H: -0.89527 -3.14104 0.61385
H: 3.31835 -1.26074 0.38099
H: 2.64562 -0.64265 1.89271
N: 1.00797 1.76565 -3.37644
C: 0.90483 0.63107 -2.69028
N: 0.04738 0.81305 -1.70415
C: -0.31537 2.12759 -1.83097
N: 0.23534 2.73584 -2.84381
C: -1.21581 2.73909 -0.85034
C: -1.72808 4.02679 -0.94746
N: -2.55598 4.50926 -0.03213
C: -2.88677 3.69664 0.97105
C: -2.37548 2.41624 1.08420
N: -1.52220 1.94064 0.17571
H: 1.58066 1.96032 -4.18297
H: 1.43544 -0.27705 -2.92884
H: -1.45162 4.66212 -1.77959
H: -3.57560 4.08032 1.71289
H: -2.64903 1.76198 1.90055
Se: -2.87475 -1.87247 3.22109
N: -2.13077 -1.32491 4.72251
C: -1.15279 -0.50749 4.38574
C: -0.25547 0.19807 5.26137
C: 0.67161 0.99877 4.69094
C: 0.76826 1.12951 3.25577
N: -0.01592 0.50393 2.43949
C: -0.98314 -0.31538 2.98424
N: -1.78767 -0.93890 2.16083
H: -0.33140 0.07643 6.33348
H: 1.36896 1.55835 5.29808
H: 1.51877 1.77034 2.80391

Table of natural (NBO) atomic charges, one value per atom, all in e: 1.0074, -0.7549, -0.3138, 0.6298, -0.6317, -0.6002, -0.3522, 0.7670, -0.5553, -0.6750, 0.4023, 0.3975, 0.2278, 0.2186, 0.2602, 0.2079, -0.3099, 0.2387, -0.4523, 0.3027, -0.2050, 0.1305, 0.0602, -0.3257, 0.0152, 0.0195, -0.3816, 0.4449, 0.2478, 0.2340, 0.2233, 0.2149, 1.0577, -0.5703, 0.1269, -0.1297, -0.2516, 0.1539, -0.4062, 0.2498, -0.6779, 0.2550, 0.2532, 0.2465

# 2
A molecular structure, C40H45ClIrN4O2. Source: the Open Molecules 2025 dataset; level of theory: ωB97M-V/def2-TZVPD.

Properties
Charge: +1
Gap between HOMO and LUMO: 7.0 eV
E_HOMO: -10.397 eV
E_LUMO: -3.35 eV

CARTESIAN COORDINATES (ANGSTROEM)
Ir: -0.66838 -0.42054 0.63386
C: -3.47402 -0.00665 4.54074
C: -2.20730 -0.54203 5.20976
C: -1.03129 0.37712 4.93101
C: -0.71123 1.29318 5.92548
C: 0.19699 2.31582 5.71048
C: 0.72318 2.49011 4.44632
C: 0.41418 1.61733 3.40615
C: 0.86848 2.01782 2.01902
C: 0.36403 3.40721 1.62926
C: -0.37669 0.49501 3.68675
N: -0.53144 -0.54105 2.70971
C: -0.53295 -1.78313 3.10867
C: -0.82937 -2.78527 2.16389
C: -1.01071 -4.17019 2.17271
C: -1.39218 -4.52282 0.87951
C: -1.42468 -3.34996 0.11577
N: -1.10424 -2.31383 0.89900
H: -4.34005 -0.60994 4.81478
H: -3.35921 -0.04175 3.45606
H: -3.66422 1.02645 4.83537
H: -2.06923 -1.57096 4.88703
H: -2.34092 -0.58873 6.29097
H: -1.20156 1.20483 6.88712
H: 0.45140 2.99876 6.50968
H: 1.37230 3.33319 4.24618
H: 0.46835 1.31606 1.27678
H: 1.95723 1.96796 1.92745
H: -0.71779 3.46897 1.74803
H: 0.60193 3.62266 0.58817
H: 0.81378 4.18037 2.25110
H: -0.29880 -2.02642 4.13803
H: -0.90540 -4.82320 3.02377
H: -1.63579 -5.50883 0.52124
H: -1.66089 -3.22412 -0.92880
C: -1.28682 -1.77442 -6.25213
C: -0.43126 -0.61058 -5.72992
C: -0.99081 0.71966 -6.25670
C: 0.99877 -0.78133 -6.24086
C: -0.49828 -0.59521 -4.20998
C: -1.72642 -0.45932 -3.56048
C: -1.78528 -0.42467 -2.18658
N: -0.69093 -0.53447 -1.42827
C: 0.50204 -0.68484 -2.02155
C: 0.62571 -0.71346 -3.40058
C: 1.62684 -0.87993 -1.08487
C: 2.94924 -0.97888 -1.46111
C: 3.94536 -1.21911 -0.51384
C: 3.52572 -1.37150 0.80270
C: 2.18892 -1.24031 1.12607
N: 1.25536 -0.98657 0.20868
C: 5.39989 -1.34762 -0.94223
C: 6.34394 -1.37076 0.26055
C: 5.54364 -2.66553 -1.72072
C: 5.78297 -0.16930 -1.84850
H: -1.24105 -1.80044 -7.34136
H: -2.33401 -1.66976 -5.96728
H: -0.92321 -2.73133 -5.87365
H: -0.95325 0.72494 -7.34662
H: -0.40539 1.56491 -5.89111
H: -2.02878 0.87023 -5.95890
H: 0.99168 -0.78510 -7.33059
H: 1.43790 -1.72634 -5.91391
H: 1.64519 0.03897 -5.92173
H: -2.64707 -0.37013 -4.11920
H: -2.71820 -0.29813 -1.65540
H: 1.60162 -0.84098 -3.84090
H: 3.20984 -0.86934 -2.50298
H: 4.22592 -1.57528 1.59841
H: 1.84738 -1.32688 2.14690
H: 6.20947 -2.26778 0.86729
H: 6.21034 -0.49405 0.89721
H: 7.37511 -1.36981 -0.09185
H: 5.26791 -3.52035 -1.10126
H: 6.57968 -2.79370 -2.03695
H: 4.91592 -2.67347 -2.61351
H: 5.62551 0.78576 -1.34437
H: 5.21906 -0.16266 -2.78171
H: 6.83872 -0.24304 -2.10993
Cl: -6.92934 5.44901 1.42857
C: -5.65537 4.31051 1.15354
C: -4.70423 4.57760 0.17899
C: -3.68525 3.66657 -0.03253
C: -3.62206 2.49530 0.71720
C: -4.58593 2.24176 1.68671
C: -5.60562 3.15036 1.91172
C: -2.50588 1.54823 0.46899
O: -1.59286 1.81450 -0.33766
O: -2.49833 0.42337 1.10495
H: -4.76691 5.48937 -0.39802
H: -2.92377 3.85536 -0.77692
H: -4.53728 1.32969 2.26290
H: -6.35955 2.96681 2.66421

Table of Mulliken atomic charges, one value per atom, all in e: 1.2485, -0.6328, -0.9802, 0.1825, -0.9315, -1.1371, -0.6503, 0.2480, 0.7556, -1.6750, 0.2408, 0.3800, -0.2137, -0.1381, -1.1206, -0.8702, -0.4538, 0.3728, 0.4489, -0.1873, 0.3664, 0.3393, 0.5406, 0.4234, 0.4087, 0.4430, -0.5448, 0.4204, 0.3249, 0.4249, 0.4688, 1.0067, 0.5256, 0.4626, 0.4939, -1.5931, 2.0128, -1.5784, -2.1229, 0.1735, -0.7301, -0.9630, 0.0789, 0.4245, -0.5104, -0.2135, -0.3841, 0.4031, -0.8866, -0.4075, 0.0786, 1.8817, -2.0779, -1.5332, -1.6272, 0.4627, 0.3317, 0.3786, 0.4584, 0.3732, 0.3453, 0.4201, 0.4305, 0.4235, 0.5381, 0.6640, 0.6308, 0.4940, 0.4841, 0.3969, 0.3882, 0.4517, 0.4376, 0.3626, 0.4329, 0.3638, 0.3653, 0.3586, 0.4722, -0.1980, 0.4733, -0.8366, -0.3226, 0.0324, -0.0401, -0.9924, 0.7151, -0.6663, -0.8808, 0.4318, 0.4747, 0.4903, 0.4380

# 3
C2H6NOPS2 in the gas phase in a non-equilibrium geometry. Source: the Open Molecules 2025 dataset; level of theory: ωB97M-V/def2-TZVPD.

Properties
Charge: 0
Gap between HOMO and LUMO: 9.1 eV
E_HOMO: -8.501 eV
E_LUMO: 0.56 eV

CARTESIAN COORDINATES (ANGSTROEM)
C: -0.15261 -1.07444 -0.82655
C: 0.26106 0.24562 -1.52550
N: -0.86651 -0.64964 0.42534
O: -0.08503 1.35455 -0.66218
P: -0.23893 0.80384 0.87942
S: -1.30710 1.90211 2.22816
S: 1.67470 0.76251 1.63530
H: -0.69423 -1.70862 -1.52693
H: 0.68003 -1.74299 -0.48778
H: 1.32912 0.11472 -1.76536
H: -0.50514 0.41320 -2.40345
H: -1.21633 -1.16977 1.28061
H: 1.12097 0.74890 2.74890

Table of natural (NBO) atomic charges, one value per atom, all in e: -0.2522, -0.0990, -1.0039, -0.7828, 1.5476, -0.5719, -0.2656, 0.2188, 0.1934, 0.2060, 0.2146, 0.4442, 0.1509

# 4
C5H10O in the gas phase in a non-equilibrium geometry. Source: the Open Molecules 2025 dataset; level of theory: ωB97M-V/def2-TZVPD.

Properties
Charge: 0
Gap between HOMO and LUMO: 10.4 eV
E_HOMO: -9.404 eV
E_LUMO: 1.02 eV

CARTESIAN COORDINATES (ANGSTROEM)
C: -1.26331 -1.32568 1.05100
C: -0.00190 -0.94673 0.30848
C: -0.02477 -0.62164 -1.16537
C: 0.40444 0.46345 -0.19672
C: -0.06176 1.93195 -0.08864
O: 1.80732 0.63059 -0.20929
H: -1.48886 -2.39711 0.94766
H: -1.16580 -1.11195 2.12134
H: -2.12038 -0.76879 0.66319
H: 0.87243 -1.52994 0.62050
H: 0.77800 -1.00970 -1.78926
H: -0.99299 -0.58957 -1.67008
H: 0.03113 2.42714 -1.06775
H: 0.59932 2.54274 0.56766
H: -1.07066 2.05874 0.26441
H: 2.00858 0.89494 0.69985

Table of natural (NBO) atomic charges, one value per atom, all in e: -0.6088, -0.2357, -0.4385, 0.2293, -0.6202, -0.7114, 0.2132, 0.2098, 0.2053, 0.2190, 0.2278, 0.2136, 0.2227, 0.2082, 0.2057, 0.4600

# 5
3 unconnected molecules or ions with the total composition CH6N2OS2 in a non-equilibrium geometry. Source: the Open Molecules 2025 dataset; level of theory: ωB97M-V/def2-TZVPD.

Properties
Charge: 0
Gap between HOMO and LUMO (alpha / beta): 8.9 / 6.6 eV
E_HOMO (alpha / beta): -8.196 / -10.229 eV
E_LUMO (alpha / beta): 0.74 / -3.66 eV
Multiplicity: 3

CARTESIAN COORDINATES (ANGSTROEM)
C: -4.37115 -1.95644 0.60623
N: 4.31106 1.18758 -1.49030
N: -3.59006 -2.29319 -0.34016
O: 2.10916 2.57117 2.81863
S: 0.04556 1.91278 0.89233
S: 1.79102 2.46210 1.37229
H: -5.17639 -2.61755 1.02197
H: -4.18890 -1.01516 1.03621
H: 4.22979 1.80842 -2.34762
H: 3.47446 0.72093 -1.44716
H: 5.10445 0.51813 -1.69243
H: -3.73899 -3.29877 -0.42999

Table of natural (NBO) atomic charges, one value per atom, all in e: -0.0508, -1.0683, -0.5801, -0.8137, 0.0131, 0.8006, 0.1486, 0.1584, 0.3557, 0.3489, 0.3634, 0.3241

# 6
2 unconnected molecules or ions with the total composition C4H12O in a non-equilibrium geometry. Source: the Open Molecules 2025 dataset; level of theory: ωB97M-V/def2-TZVPD.

Properties
Charge: 0
Gap between HOMO and LUMO: 11.3 eV
E_HOMO: -10.281 eV
E_LUMO: 0.98 eV

CARTESIAN COORDINATES (ANGSTROEM)
C: 3.96124 -0.67540 -0.78274
C: 2.96646 -0.65295 0.44446
H: 4.77291 -1.54528 -0.50636
H: 4.67648 0.22772 -0.75588
H: 3.61432 -0.87705 -1.82178
H: 2.13275 0.07675 0.36365
H: 2.62388 -1.71203 0.54917
H: 3.51379 -0.31520 1.30629
C: -3.31085 1.16075 0.12610
O: -1.73396 1.36848 0.07428
C: -3.49276 -0.33860 0.07024
H: -3.75458 1.62026 0.90371
H: -3.57852 1.76450 -0.80860
H: -1.60085 1.95352 0.80323
H: -3.84478 -0.59904 1.14493
H: -4.29321 -0.64549 -0.52776
H: -2.65232 -0.81094 -0.58294

Table of natural (NBO) atomic charges, one value per atom, all in e: -0.6148, -0.6145, 0.1910, 0.2027, 0.2147, 0.2101, 0.2063, 0.2043, -0.0702, -0.7499, -0.6602, 0.1668, 0.1755, 0.4556, 0.2193, 0.2125, 0.2509

# 7
C6H14O in the gas phase. Source: the Open Molecules 2025 dataset; level of theory: ωB97M-V/def2-TZVPD.

Properties
Charge: 0
Gap between HOMO and LUMO: 10.9 eV
E_HOMO: -9.826 eV
E_LUMO: 1.12 eV

CARTESIAN COORDINATES (ANGSTROEM)
C: 0.88214 -2.65594 1.46856
C: 0.14600 -1.40641 1.96661
C: 0.48771 -0.21955 1.04413
C: -0.65789 0.64373 0.49301
C: -0.22314 1.11412 -0.88806
O: -1.18080 1.90680 -1.53990
C: -0.75824 2.19627 -2.84919
H: 0.82366 -3.51745 2.14236
H: 1.94096 -2.41561 1.31886
H: 0.47153 -2.94943 0.49563
H: -0.93406 -1.59733 2.00365
H: 0.44299 -1.19347 3.00127
H: 1.21980 0.42515 1.54343
H: 1.02644 -0.62240 0.16719
H: -0.86191 1.50010 1.14705
H: -1.59514 0.07870 0.40866
H: 0.73177 1.66414 -0.79971
H: -0.01505 0.21844 -1.50037
H: 0.18043 2.77396 -2.85469
H: -1.53941 2.78222 -3.33856
H: -0.58778 1.27396 -3.42994

Table of natural (NBO) atomic charges, one value per atom, all in e: -0.5995, -0.3967, -0.3982, -0.4144, -0.0489, -0.5341, -0.2479, 0.2083, 0.1998, 0.2000, 0.1977, 0.1990, 0.2055, 0.1904, 0.2073, 0.2032, 0.1566, 0.1529, 0.1630, 0.1938, 0.1623

# 8
12 unconnected molecules or ions with the total composition H23O12 in a non-equilibrium geometry. Source: the Open Molecules 2025 dataset; level of theory: ωB97M-V/def2-TZVPD.

Properties
Charge: -1
Gap between HOMO and LUMO: 8.5 eV
E_HOMO: -5.844 eV
E_LUMO: 2.67 eV

CARTESIAN COORDINATES (ANGSTROEM)
O: 1.44668 -0.70237 1.20228
H: 0.60032 -0.35259 1.56588
H: 0.66406 1.88320 0.66176
O: -3.23376 3.69357 -0.68071
H: -2.62575 3.63711 -1.41181
H: -3.13447 2.82261 -0.29034
O: 4.35821 -1.83598 -0.96824
H: 4.55187 -0.94399 -0.65825
O: 1.56988 2.32502 0.61425
H: -0.25319 -1.39995 -2.00252
H: 1.14332 3.21403 0.55638
O: -1.85905 1.48158 -1.39370
H: -1.42091 1.65692 -2.22072
H: 3.26644 1.11400 -1.60262
O: 2.80383 -3.15821 1.75393
H: 2.02493 -2.61326 1.50996
H: 3.60750 -2.20633 -0.50848
O: -0.33363 -0.86799 -1.21308
H: -0.48283 0.14751 -1.27000
H: 3.37196 -2.67306 2.36038
O: -4.39503 0.14398 0.57520
H: -3.51072 0.36899 0.23286
H: -4.53125 -0.59029 -0.08852
O: -3.83708 -0.45714 -3.17195
H: -3.27671 -0.12255 -2.46634
H: -4.67826 -0.55129 -2.73589
O: -0.87240 1.09588 1.13849
H: 1.41152 -1.50411 0.69115
H: -1.36243 1.86923 1.42485
O: 0.46227 -2.74851 3.22478
H: 0.66338 -3.60915 2.78530
H: -0.44633 -2.83227 2.89537
O: 4.07332 1.12291 -1.00993
H: -0.96201 1.07148 0.16178
H: 3.42029 1.21777 -0.25860

Table of natural (NBO) atomic charges, one value per atom, all in e: -0.9658, 0.5174, 0.4920, -0.9721, 0.4801, 0.4867, -0.9769, 0.4958, -0.9820, 0.4748, 0.4559, -1.3253, 0.4307, 0.4723, -0.9739, 0.4759, 0.4741, -1.0353, 0.5148, 0.4845, -0.9452, 0.4901, 0.4536, -0.9587, 0.5018, 0.4510, -1.0028, 0.4554, 0.4795, -0.9201, 0.4632, 0.4583, -0.9661, 0.5180, 0.4981

The evaluated relative energy (zero: lowest compared OMol25 entry of this formula, charge and spin) for the records listed, in turn: 0.0 32.1 15.2 35.2 0.0 51.6 23.0 87.0 kcal per mole.
The evaluated electronic energy for the records listed, in turn: -104748.4272 -67625.3125 -36668.7539 -7393.2409 -27828.4955 -6387.8832 -8495.8937 -24944.2362 eV.